Entry A
Density functional theory data (ωB97M-V/def2-TZVPD) for the ion C8H18NO with charge +1.

The gap between HOMO and LUMO (alpha / beta) is 8.18 / 6.04 eV. The spin multiplicity is 3. For the lowest unoccupied orbital energy (alpha / beta), the calculation gives -2.61 / -7.88 eV. The calculation puts the HOMO energy (alpha / beta) at -10.8 / -13.9 eV. As for the total charge: +1.

Last columns: bonded neighbours and bond lengths (Å).
Positions of all 28 atoms, in Å:
1 O -1.952 0.170 -1.779  C10 1.445, H23 1.003
2 N 1.138 0.683 -0.174  C3 1.489, C6 1.468, C9 1.347
3 C -0.224 1.278 -0.088  N2 1.489, C7 1.478, H11 1.075, H18 1.064
4 C 0.795 -1.406 1.218  C9 1.418, H24 1.086, H26 1.122, H27 1.066
5 C -3.488 -0.663 -0.234  C10 1.431, H13 1.156, H15 1.136, H28 1.119
6 C 2.198 1.485 -0.798  N2 1.468, H12 1.030, H14 1.094, H25 1.138
7 C -1.374 0.528 0.460  C3 1.478, C10 1.524, H16 1.055, H21 1.202
8 C 3.035 -0.720 0.429  C9 1.555, H17 1.124, H20 1.108, H22 1.102
9 C 1.501 -0.470 0.421  N2 1.347, C4 1.418, C8 1.555
10 C -2.095 -0.436 -0.475  O1 1.445, C5 1.431, C7 1.524, H19 1.189
11 H -0.375 1.735 -1.049  C3 1.075
12 H 1.884 2.465 -0.763  C6 1.030
13 H -4.178 0.240 -0.445  C5 1.156
14 H 3.181 1.298 -0.357  C6 1.094
15 H -3.533 -1.648 -0.798  C5 1.136
16 H -0.990 0.066 1.326  C7 1.055
17 H 3.564 0.103 0.983  C8 1.124
18 H 0.064 2.116 0.500  C3 1.064
19 H -1.524 -1.478 -0.525  C10 1.189
20 H 3.421 -0.916 -0.591  C8 1.108
21 H -2.143 1.408 0.742  C7 1.202
22 H 3.293 -1.495 1.168  C8 1.102
23 H -2.771 0.654 -2.098  O1 1.003
24 H 1.074 -2.291 0.653  C4 1.086
25 H 2.330 1.106 -1.864  C6 1.138
26 H -0.316 -1.492 1.094  C4 1.122
27 H 1.202 -1.476 2.201  C4 1.066
28 H -3.719 -0.843 0.845  C5 1.119

Entry B
Density functional theory data (ωB97M-V/def2-TZVPD) for a cluster of 2 separate species, C8H18NO in total.

The gap between HOMO and LUMO (alpha / beta) is 7.57 / 7.70 eV. The spin multiplicity is 3. For the lowest unoccupied orbital energy (alpha / beta), the calculation gives -2.63 / -6.89 eV. The calculation puts the HOMO energy (alpha / beta) at -10.2 / -14.6 eV. As for the total charge: +1.

Last columns: bonded neighbours and bond lengths (Å).
Positions of all 28 atoms, in Å:
1 O 0.106 -0.233 1.609  C9 1.323, H21 0.896
2 N 1.360 -1.064 -0.645  C10 1.490, H12 0.989, H17 1.003
3 C 1.640 1.942 0.980  C7 1.335, H16 1.112, H18 1.177
4 C -1.967 -1.436 0.012  C5 1.593, H19 1.082, H27 1.074, H28 1.119
5 C -1.275 -0.036 -0.297  C4 1.593, C6 1.578, C9 1.451, H13 1.052
6 C -2.362 0.984 0.221  C5 1.578, H11 1.072, H15 1.070, H25 1.061
7 C 0.834 1.366 0.086  C3 1.335, C8 1.562, C9 1.484
8 C 0.823 1.888 -1.387  C7 1.562, H22 1.108, H23 1.213, H24 1.114
9 C 0.009 0.161 0.350  O1 1.323, C5 1.451, C7 1.484
10 C 1.731 -2.133 0.324  N2 1.490, H14 1.071, H20 1.063, H26 1.121
11 H -2.641 0.716 1.220  C6 1.072
12 H 2.140 -0.627 -1.068  N2 0.989
13 H -1.222 0.304 -1.291  C5 1.052
14 H 2.470 -2.803 -0.066  C10 1.071
15 H -3.186 0.841 -0.446  C6 1.070
16 H 2.446 2.697 0.847  C3 1.112
17 H 0.987 -1.603 -1.403  N2 1.003
18 H 1.586 1.469 2.057  C3 1.177
19 H -1.569 -2.134 -0.713  C4 1.082
20 H 2.099 -1.878 1.289  C10 1.063
21 H -0.474 -0.760 2.044  O1 0.896
22 H 1.911 1.913 -1.589  C8 1.108
23 H 0.296 1.109 -2.155  C8 1.213
24 H 0.364 2.898 -1.492  C8 1.114
25 H -2.034 1.992 0.278  C6 1.061
26 H 0.710 -2.594 0.364  C10 1.121
27 H -1.731 -1.785 1.000  C4 1.074
28 H -3.050 -1.192 -0.126  C4 1.119

Most stable of them? entry B.

Entry A
Density functional theory data (ωB97M-V/def2-TZVPD) for an isolated molecule of C2H6NO2P.

The gap between HOMO and LUMO is 10.01 eV. Its SMILES is C[C@H](P)[N+](=O)[O-]. For the lowest unoccupied orbital energy, the calculation gives 0.01 eV. The calculation puts the HOMO energy at -10.0 eV.

Last columns: bonded neighbours and bond lengths (Å).
Positions of all 12 atoms, in Å:
1 P 0.679 0.404 -1.672  C6 1.878, H9 1.395, H12 1.384
2 O -0.364 2.150 0.045  N4 1.225
3 O -1.991 1.070 1.039  N4 1.219
4 N -1.006 1.144 0.324  O2 1.225, O3 1.219, C6 1.469
5 C 0.362 -0.869 0.877  C6 1.576, H7 1.111, H10 1.138, H11 1.104
6 C -0.431 -0.085 -0.238  P1 1.878, N4 1.469, C5 1.576, H8 1.320
7 H -0.227 -0.913 1.818  C5 1.111
8 H -1.472 -0.665 -0.805  C6 1.320
9 H 0.959 -0.867 -2.175  P1 1.395
10 H 1.032 -0.027 1.250  C5 1.138
11 H 0.752 -1.714 0.283  C5 1.104
12 H 1.707 0.374 -0.747  P1 1.384

Entry B
Density functional theory data (ωB97M-V/def2-TZVPD) for a cluster of 2 separate species, C2H6NO2P in total.

The gap between HOMO and LUMO is 8.58 eV. For the lowest unoccupied orbital energy, the calculation gives -0.34 eV. The calculation puts the HOMO energy at -8.9 eV.

Last columns: bonded neighbours and bond lengths (Å).
Positions of all 12 atoms, in Å:
1 P -0.161 1.488 -0.703  O2 1.637, C5 1.901, C6 2.240
2 O 0.536 0.452 -1.762  P1 1.637, C6 1.411
3 O -2.473 0.765 -0.809  H11 1.006
4 N 1.219 -0.026 1.340  C5 1.452, H9 1.007, H12 0.992
5 C 0.075 -0.007 0.446  P1 1.901, N4 1.452, C6 1.547, H7 1.086
6 C 0.417 -0.666 -0.911  P1 2.240, O2 1.411, C5 1.547, H8 1.034, H10 1.046
7 H -0.782 -0.046 1.112  C5 1.086
8 H -0.400 -1.202 -1.248  C6 1.034
9 H 1.154 0.085 2.338  N4 1.007
10 H 1.298 -1.230 -0.910  C6 1.046
11 H -2.751 1.082 0.104  O3 1.006
12 H 1.868 -0.697 1.003  N4 0.992

Most stable of them? entry B.

Entry A
Density functional theory data (ωB97M-V/def2-TZVPD) for a cluster of 12 separate species, H24O12 in total.

The gap between HOMO and LUMO is 9.55 eV. Its SMILES is O.O.O.O.O.O.O.O.O.O.O.O. For the lowest unoccupied orbital energy, the calculation gives -0.93 eV. The calculation puts the HOMO energy at -10.5 eV.

Last columns: bonded neighbours and bond lengths (Å).
Positions of all 36 atoms, in Å:
1 O 2.500 -0.950 -1.000  H15 0.964, H23 0.964
2 O -2.976 3.413 -2.228  H14 0.964, H21 0.964
3 O 1.074 0.687 2.769  H28 0.964, H30 0.964
4 O -2.034 -1.744 -1.921  H25 0.964, H32 0.964
5 O 1.017 -3.303 -0.876  H24 0.964, H34 0.964
6 O 2.567 0.910 -3.727  H17 0.964, H19 0.964
7 O 3.332 2.128 0.778  H16 0.964, H27 0.964
8 O 0.104 -0.132 -0.942  H18 0.964, H36 0.964
9 O 1.911 -1.772 2.568  H13 0.964, H35 0.964
10 O -2.334 -1.277 3.116  H20 0.964, H33 0.964
11 O -4.069 -2.751 -0.301  H22 0.964, H26 0.964
12 O -1.463 4.610 1.663  H29 0.964, H31 0.964
13 H 1.802 -2.453 1.895  O9 0.964
14 H -3.693 3.998 -1.958  O2 0.964
15 H 3.308 -0.766 -0.508  O1 0.964
16 H 2.694 1.458 0.506  O7 0.964
17 H 2.688 0.178 -3.112  O6 0.964
18 H 0.386 0.593 -0.374  O8 0.964
19 H 2.832 1.687 -3.223  O6 0.964
20 H -2.136 -0.844 3.954  O10 0.964
21 H -2.177 3.892 -1.981  O2 0.964
22 H -3.492 -2.800 -1.072  O11 0.964
23 H 2.088 -1.671 -0.513  O1 0.964
24 H 1.388 -2.742 -1.566  O5 0.964
25 H -1.345 -1.072 -1.887  O4 0.964
26 H -3.623 -2.132 0.287  O11 0.964
27 H 3.297 2.108 1.741  O7 0.964
28 H 1.142 0.463 1.834  O3 0.964
29 H -1.005 3.779 1.491  O12 0.964
30 H 0.850 1.624 2.770  O3 0.964
31 H -2.253 4.560 1.112  O12 0.964
32 H -2.074 -1.991 -2.852  O4 0.964
33 H -1.490 -1.286 2.651  O10 0.964
34 H 1.694 -3.310 -0.190  O5 0.964
35 H 2.575 -1.179 2.197  O9 0.964
36 H -0.489 -0.649 -0.386  O8 0.964

Entry B
Density functional theory data (ωB97M-V/def2-TZVPD) for a cluster of 12 separate species, H24O12 in total.

The gap between HOMO and LUMO is 8.97 eV. Its SMILES is O.O.O.O.O.O.O.O.O.O.O.O. For the lowest unoccupied orbital energy, the calculation gives -0.27 eV. The calculation puts the HOMO energy at -9.2 eV.

Last columns: bonded neighbours and bond lengths (Å).
Positions of all 36 atoms, in Å:
1 O -2.484 -1.691 3.211  H15 0.964, H22 0.964
2 O -1.486 2.463 -0.977  H21 0.964, H26 0.964
3 O -1.037 -0.924 -5.610  H13 0.964, H14 0.964
4 O 3.849 4.048 1.062  H17 0.964, H18 0.964
5 O 0.491 -1.993 -2.216  H23 0.964, H28 0.964
6 O -3.517 -2.582 -1.724  H25 0.964, H36 0.964
7 O 0.407 1.230 3.518  H30 0.964, H34 0.964
8 O 1.730 -1.346 3.569  H31 0.964, H33 0.964
9 O 0.772 -2.048 1.068  H16 0.964, H32 0.964
10 O 3.044 2.907 2.324  H27 0.964, H35 0.964
11 O 1.071 0.131 -1.175  H24 0.964, H29 0.964
12 O -1.626 0.459 -2.957  H19 0.964, H20 0.964
13 H -1.325 -1.610 -4.997  O3 0.964
14 H -1.413 -1.192 -6.456  O3 0.964
15 H -2.209 -0.929 3.732  O1 0.964
16 H 0.656 -3.003 1.015  O9 0.964
17 H 2.961 3.897 0.721  O4 0.964
18 H 4.385 4.177 0.271  O4 0.964
19 H -1.238 -0.014 -2.212  O12 0.964
20 H -1.707 -0.211 -3.644  O12 0.964
21 H -2.273 2.672 -1.494  O2 0.964
22 H -2.183 -1.488 2.319  O1 0.964
23 H 1.005 -1.924 -3.029  O5 0.964
24 H 0.143 0.359 -1.300  O11 0.964
25 H -4.013 -3.160 -1.133  O6 0.964
26 H -1.240 3.304 -0.576  O2 0.964
27 H 2.546 2.190 1.915  O10 0.964
28 H -0.395 -2.222 -2.517  O5 0.964
29 H 1.156 0.009 -0.223  O11 0.964
30 H -0.132 1.194 4.316  O7 0.964
31 H 1.849 -1.064 4.482  O8 0.964
32 H 1.329 -1.837 0.310  O9 0.964
33 H 0.845 -1.038 3.341  O8 0.964
34 H -0.006 0.589 2.928  O7 0.964
35 H 3.010 2.709 3.267  O10 0.964
36 H -2.965 -2.060 -1.131  O6 0.964

Most stable of them? entry A.

Entry A
Density functional theory data (ωB97M-V/def2-TZVPD) for a cluster of 12 separate species, H24O12 in total.

The gap between HOMO and LUMO is 10.11 eV. Its SMILES is O.O.O.O.O.O.O.O.O.O.O.O. For the lowest unoccupied orbital energy, the calculation gives -0.05 eV. The calculation puts the HOMO energy at -10.2 eV.

Last columns: bonded neighbours and bond lengths (Å).
Positions of all 36 atoms, in Å:
1 O 21.623 -8.005 8.959  H31 0.969, H35 0.966
2 O 18.972 -9.210 7.714  H23 0.971, H25 0.963
3 O 22.861 -14.072 9.367  H17 0.967, H24 0.964
4 O 22.390 -13.562 6.324  H15 0.969, H33 0.967
5 O 22.353 -9.531 11.387  H28 0.963, H32 0.966
6 O 24.211 -9.050 7.627  H19 0.966, H21 0.966
7 O 24.284 -11.761 11.267  H16 0.966, H29 0.961
8 O 22.234 -11.209 4.841  H22 0.975, H27 0.978
9 O 19.340 -13.753 8.059  H13 0.964, H34 0.967
10 O 19.349 -9.777 10.802  H26 0.964, H30 0.972
11 O 21.632 -11.135 8.563  H14 0.967, H36 0.966
12 O 21.554 -8.869 6.184  H18 0.964, H20 0.964
13 H 18.637 -13.261 7.619  O9 0.964
14 H 22.183 -10.389 8.838  O11 0.967
15 H 21.698 -14.199 6.089  O4 0.969
16 H 23.560 -11.399 10.740  O7 0.966
17 H 22.756 -14.083 8.406  O3 0.967
18 H 22.040 -8.572 6.962  O12 0.964
19 H 24.826 -9.095 8.371  O6 0.966
20 H 21.398 -8.069 5.670  O12 0.964
21 H 24.536 -9.699 6.990  O6 0.966
22 H 22.322 -11.978 5.434  O8 0.975
23 H 19.937 -9.105 7.718  O2 0.971
24 H 23.775 -14.334 9.529  O3 0.964
25 H 18.629 -8.365 8.023  O2 0.963
26 H 19.330 -10.610 11.286  O10 0.964
27 H 21.724 -10.558 5.363  O8 0.978
28 H 22.005 -9.951 12.182  O5 0.963
29 H 24.132 -11.413 12.150  O7 0.961
30 H 19.596 -10.026 9.895  O10 0.972
31 H 22.569 -7.810 8.883  O1 0.969
32 H 21.615 -9.001 11.057  O5 0.966
33 H 23.224 -14.012 6.131  O4 0.967
34 H 19.975 -13.074 8.326  O9 0.967
35 H 21.281 -7.332 9.562  O1 0.966
36 H 22.256 -11.790 8.223  O11 0.966

Entry B
Density functional theory data (ωB97M-V/def2-TZVPD) for a cluster of 12 separate species, H24O12 in total.

The gap between HOMO and LUMO is 10.29 eV. Its SMILES is O.O.O.O.O.O.O.O.O.O.O.O. For the lowest unoccupied orbital energy, the calculation gives 0.10 eV. The calculation puts the HOMO energy at -10.2 eV.

Last columns: bonded neighbours and bond lengths (Å).
Positions of all 36 atoms, in Å:
1 O -0.127 0.754 2.791  H17 0.963, H20 0.987
2 O -4.450 -0.393 -2.267  H19 0.980, H22 0.968
3 O -1.119 0.644 0.208  H18 0.970, H31 0.992
4 O -1.971 -3.377 1.194  H23 0.955, H36 0.966
5 O 2.620 2.716 -2.053  H24 1.007, H34 0.975
6 O 1.469 -1.023 4.061  H14 0.969, H27 0.985
7 O 1.255 1.721 0.219  H32 0.958, H33 0.964
8 O 3.886 0.622 0.050  H16 0.963, H28 0.961
9 O -2.502 -0.387 1.892  H15 0.954, H29 0.945
10 O -2.143 1.898 -2.267  H21 0.955, H35 0.962
11 O -0.197 -4.551 -1.451  H13 0.963, H25 0.961
12 O 3.548 0.392 -2.487  H26 0.960, H30 0.999
13 H -0.671 -5.254 -0.995  O11 0.963
14 H 1.331 -0.269 4.654  O6 0.969
15 H -3.142 0.152 1.433  O9 0.954
16 H 3.885 -0.293 0.350  O8 0.963
17 H -0.830 0.917 3.428  O1 0.963
18 H -1.615 1.405 -0.132  O3 0.970
19 H -4.418 0.573 -2.110  O2 0.980
20 H -0.637 0.490 1.989  O1 0.987
21 H -2.070 2.678 -2.813  O10 0.955
22 H -4.784 -0.650 -1.395  O2 0.968
23 H -2.435 -2.565 1.001  O4 0.955
24 H 1.775 2.644 -1.511  O5 1.007
25 H 0.707 -4.844 -1.589  O11 0.961
26 H 3.196 0.555 -3.365  O12 0.960
27 H 0.807 -0.662 3.428  O6 0.985
28 H 4.788 0.944 0.134  O8 0.961
29 H -2.236 -1.284 1.760  O9 0.945
30 H 3.567 1.178 -1.870  O12 0.999
31 H -0.226 1.053 0.073  O3 0.992
32 H 1.319 2.429 0.861  O7 0.958
33 H 1.880 0.996 0.343  O7 0.964
34 H 2.934 3.331 -1.364  O5 0.975
35 H -2.022 1.030 -2.665  O10 0.962
36 H -1.371 -3.574 0.464  O4 0.966

Most stable of them? entry A.